The following is a quantum chemistry calculation of a molecular structure, C47H49LuN16O in a non-equilibrium geometry, from the OMol25 dataset.

Positions of all 114 atoms, in Å:
H -1.3000 3.8886 6.5916
C -0.4053 -5.9110 -3.4454
H -0.1881 4.5886 2.2489
N 2.3717 0.4772 2.9138
C -2.4516 -2.5363 0.8444
H -1.0573 6.2599 0.7159
H 2.4650 2.7231 4.8917
H -1.8899 6.8742 -1.5674
H 3.1645 5.4220 -0.3684
H 1.7473 1.4806 -1.5263
C 0.6933 1.8694 4.0093
C -3.6303 -2.7769 1.6639
C 4.6766 -1.4387 3.6842
C -1.4467 2.4878 4.9815
H 3.0111 4.5672 1.0272
H -0.0931 2.8982 1.7020
H -1.3918 0.2112 -5.8136
C -1.3958 5.5036 0.0068
C 2.9391 2.0463 0.0665
H 2.7373 -4.7367 -2.8134
C 5.5802 -3.5404 2.8816
H 4.6199 -0.6514 4.4240
H 2.2500 2.2863 0.8811
H 3.1320 3.3590 -1.6639
N -1.8159 -1.4064 1.2646
H -5.1198 1.1394 0.7799
C -1.1904 2.5800 -3.0206
H 0.0719 -0.4648 -6.5512
C -0.4695 -4.2670 -1.7349
C 3.8499 -1.4240 2.5718
C 3.8794 -2.4606 1.6299
H -2.4403 5.2737 0.2439
N 2.5030 -2.9890 -0.3149
H 4.4771 3.4744 -0.5317
H 3.8023 1.5716 0.5289
N -2.3214 0.3752 -0.7898
H -0.9005 -6.6304 -4.0843
H -6.3509 -0.2937 -1.5725
C -1.2820 5.9828 -1.4233
C 1.6639 -4.8531 -2.7437
C -3.2335 -0.4517 -1.2684
H -2.5024 1.9401 0.6772
C 2.7796 -2.2013 0.7131
C -2.9954 1.1676 0.1113
N 0.2339 -0.4766 -2.2566
H -1.5303 5.0789 -3.3647
C 1.3833 2.6818 4.9008
N -0.2603 -1.0842 -4.5903
H -2.8648 4.7788 -2.2497
C -4.3039 0.7953 0.1677
C 0.6387 3.4099 5.8130
H -0.6644 -3.0783 -4.0642
Lu 0.0210 -0.4225 0.2066
C -2.5286 -0.8839 2.3092
N 2.1161 -1.0672 1.0806
C -0.6577 3.2737 -0.7681
C 5.5477 -2.5083 3.8218
H -3.0511 -1.2178 -2.0061
N -4.4389 -0.2440 -0.7138
H 1.1410 4.0518 6.5248
C -1.0735 0.7859 3.0432
H 0.2113 0.8209 -5.3439
H 6.2633 -4.3663 3.0280
H -2.5230 2.3867 5.0300
C -0.6292 3.8348 1.5950
N 2.7820 4.5666 0.0323
C -0.7075 1.7741 4.0465
C 0.9255 -4.1196 -1.8283
H 4.7386 -4.3518 1.0673
H 0.0023 -2.8552 -5.6882
H -4.6713 -0.8839 4.3020
H 1.5212 -6.3253 -4.2894
H -1.6624 3.6782 1.9139
C -0.3505 -0.0649 -5.6312
H 1.7117 4.5965 -0.0371
C -5.6794 -0.9381 -1.0068
C 2.7279 -0.5760 2.1994
N 0.1592 -2.6337 -0.2420
C -0.6794 -2.4429 -4.9445
N 0.0415 0.4171 2.3401
C 3.3971 3.3614 -0.6080
C -0.0248 -0.7702 -3.3497
N 2.3147 1.0516 -0.8064
C -1.1459 -5.1867 -2.5231
H -2.2129 -5.3320 -2.4142
C -3.6839 -1.7250 2.5870
C 0.9767 -5.7392 -3.5608
C -1.7773 4.8695 -2.3240
O -0.1820 2.1647 -0.5023
C -5.4861 -3.8009 2.7253
H -5.4676 -1.8337 -1.5857
H -1.1023 1.5930 -2.5810
N -1.1592 3.5900 -1.9703
C -0.9106 -3.3418 -0.6956
H -6.1645 -1.2337 -0.0781
H 3.0254 0.4853 -1.2538
C -4.6458 -1.6939 3.5852
H -2.1342 2.6504 -3.5607
N -2.1201 -3.3199 -0.1723
C 1.1333 0.9347 2.9848
C 1.2935 -3.1467 -0.8039
C 4.7413 -3.5362 1.7781
H 6.2034 -2.5534 4.6811
C -4.5281 -3.8326 1.7233
H -6.2936 -2.7688 4.4219
H -0.2464 6.2354 -1.6650
N -0.5630 4.3052 0.1997
H -0.3736 2.7534 -3.7274
N -2.2545 0.1958 3.0145
C -0.7577 3.3160 5.8508
C -5.5464 -2.7467 3.6397
H -4.4613 -4.6600 1.0294
H -6.1898 -4.6181 2.8137
H -1.6899 -2.4223 -5.3571

## Properties
Total charge ... +2
Energy ... -109038.4788 eV
Energy above the lowest of the compared OMol25 structures with the same formula, charge and spin ... 1.653 eV
HOMO-LUMO gap (spin up / spin down) ... 4.7 / 4.6 eV

=====

The following is a quantum chemistry calculation of 20 unconnected molecules or ions with the total composition C47H51Cl76N4O2 in a non-equilibrium geometry, from the OMol25 dataset.

Positions of all 180 atoms, in Å:
H 4.5517 -0.6080 -0.6206
H -0.6691 1.5083 -4.9708
Cl -9.0674 -1.4595 -1.8324
Cl -4.5594 -10.0193 -3.3336
C -3.4452 3.3858 1.3036
Cl -9.1864 5.7508 7.4191
C 2.1485 0.2003 5.1963
H -2.8603 3.1430 2.2070
Cl -8.3681 7.5855 10.8855
Cl -6.8109 5.3716 9.8718
H 4.1814 -3.2235 0.4722
Cl 4.7064 -7.2943 1.6553
C 1.7602 -3.2161 1.5213
H 10.1839 0.2340 -0.6529
C 8.7938 6.1271 -11.6358
C -5.3943 4.3586 0.1690
Cl -7.3247 3.3616 1.3919
C -0.5135 -3.3505 0.2986
H -0.7562 -4.1926 0.9878
Cl 5.8241 -5.2060 0.0023
Cl -5.4823 7.7442 10.8540
H 2.4678 -1.2749 -2.2636
N -1.8604 -0.2305 -0.0781
C -2.9105 2.9043 0.0695
C -8.8334 2.6977 2.0675
C 5.3213 -1.6760 -3.0580
C 3.6688 -1.2379 -0.4184
C -0.8823 0.4118 -2.3435
Cl -13.8421 3.2956 6.0263
C 0.5014 -2.4314 1.0261
H 6.1932 -2.9899 -0.9249
H 9.0037 -1.8933 -1.5168
H -0.8192 1.0103 1.3629
H -2.2131 -1.9557 2.3530
Cl -13.7584 0.5869 5.0272
Cl -9.0708 -8.6508 -2.1173
H 8.6224 1.1683 -0.5581
H -2.4050 -1.0907 -1.9899
Cl 5.1981 -4.6783 2.7773
C -4.8440 3.9260 -1.0627
H 2.1398 -3.8320 0.6890
Cl -8.1357 2.5881 6.5105
H 2.4606 -2.7986 -1.2913
H 9.5652 -1.2549 1.1119
Cl -6.5055 -7.6188 -2.9536
Cl 2.5573 7.7751 -6.9641
C -8.3375 -1.4408 9.4208
Cl -5.6736 -1.4672 -3.2909
Cl -5.2943 -11.0329 -0.7313
C 7.0596 -3.0274 -1.6075
H 2.4313 -1.1333 1.9347
Cl 0.6705 -6.7752 2.1467
Cl -9.7849 -0.8745 0.9062
Cl 12.7047 4.2919 1.9251
C 13.6434 3.6281 0.5790
Cl -11.8511 -1.2763 -1.0733
C -1.7487 1.0138 0.7609
Cl 2.2387 -6.2717 -0.2287
Cl -8.7629 -5.8287 -2.6680
H -1.0283 1.5014 -2.4705
Cl -5.8802 -4.3413 -3.0584
Cl -3.9883 8.9637 -2.7065
Cl -6.7600 -2.1989 9.6958
O 0.0290 -3.8870 -0.8824
C 3.0986 -1.9711 -1.6745
C -0.8557 -0.1787 -3.8061
Cl -16.0800 1.5197 6.4765
H 3.6185 -2.9267 -3.5363
Cl 7.4207 -6.3939 2.1042
C -6.8681 6.6676 11.0801
C 4.1668 -2.6248 -2.6168
Cl 3.2849 0.5211 3.8764
Cl 9.4910 2.8796 -8.8818
H 4.9058 -1.7755 1.2981
H -6.3433 4.8867 0.2203
Cl -8.1147 0.0746 8.5338
Cl 14.9529 4.7435 0.1660
C 8.8045 -0.4933 0.8613
C -4.6576 4.0946 1.3654
Cl -3.9578 -3.1743 -4.8734
C -3.3926 7.3506 -3.1244
Cl -15.5388 2.5181 3.8186
Cl -3.5574 -2.9719 -2.0177
H 7.0105 -1.6935 0.8084
Cl 10.9593 1.8816 -3.1173
Cl -4.0857 6.1480 -2.0106
Cl 2.2594 5.1693 -5.7496
H 10.8925 1.0945 1.5474
H 5.1602 -1.4328 -4.1300
H 0.4393 -1.0073 2.6947
Cl 2.7407 0.9489 6.6806
H 0.6560 1.1462 -4.1224
H -2.9575 0.5432 -1.6777
Cl 9.3273 3.0842 -5.1755
H -1.8970 -0.1880 -4.1834
C -8.2595 -7.4613 -3.1436
Cl -6.8114 5.9630 12.7014
H 4.5199 -3.5777 -2.1712
Cl 8.3564 7.7195 -10.9982
H -0.2543 -2.6043 3.0651
Cl 6.5965 3.0189 -8.7811
Cl 7.8989 0.7734 -10.0572
Cl -1.6287 7.3171 -2.9954
C 4.0046 -2.1809 0.7945
H -3.2325 2.8690 -2.0893
H 10.5263 2.5392 0.4785
C -3.6146 3.2017 -1.1162
H 6.9915 -2.9660 -3.8206
H -5.0051 4.3913 2.3623
Cl 10.5519 5.9247 -11.5624
C 2.8652 -2.1501 1.8826
Cl -9.1113 -1.1088 10.9762
N -0.0818 0.7259 -4.6868
Cl -10.9030 3.7098 6.2725
O -1.7399 2.1629 -0.0351
C 0.8981 -7.2060 0.4443
H 7.4626 -1.4437 -3.0235
Cl -10.0172 2.4966 0.7706
H 8.6899 -3.0636 -0.1456
Cl -10.2549 -3.5147 -0.1807
Cl -9.4777 3.8033 3.2857
C 9.3224 2.3995 -3.5480
Cl -3.0073 -12.1295 -2.1152
C 10.1004 1.6740 1.0313
C 8.2448 -2.3273 -0.8409
C -6.3701 2.4560 6.5686
Cl -9.3593 -2.5323 8.4735
H 3.3103 -2.3482 2.8768
H -0.2064 -4.8316 -0.9188
Cl 8.2546 5.9956 -13.3165
H 8.3414 -0.1368 1.8043
Cl -8.6954 -7.7429 -4.8339
C -0.1778 -1.8233 2.2852
H 1.5316 -3.8368 2.4103
H -0.4069 -1.1890 -3.7951
H 0.0631 0.2229 -1.7997
C 8.0018 1.9349 -8.7271
C -2.0975 -0.1443 -1.5272
H -2.5805 0.9616 1.4858
Cl 8.0148 1.0716 -7.1838
H 7.0608 -0.4483 -0.5445
C -14.8068 1.9811 5.3378
Cl 2.4217 7.5306 -4.0876
Cl 8.7685 3.6214 -2.3919
H 0.8964 -1.6710 0.3170
C 7.6392 -1.1857 0.0441
H -2.5655 -3.1191 0.4622
Cl -5.7783 3.0831 8.1140
Cl -5.8921 0.7577 6.4014
H 2.8622 -0.5531 -0.0672
Cl -3.8684 6.9566 -4.7848
Cl 0.0659 7.0519 -5.6887
Cl 12.5872 3.4101 -0.8260
H 7.3334 -4.0902 -1.7256
Cl 0.5603 0.8792 4.7872
Cl -10.8608 6.3749 5.1503
C -4.7714 -2.9925 -3.3144
Cl -0.5947 -6.8557 -0.4627
N -1.8054 -2.6385 -0.0203
Cl -12.0483 5.9161 7.7457
Cl 14.3254 2.0640 1.0494
H -5.3777 4.1466 -1.9933
Cl 8.2296 1.0050 -3.5022
C 5.7921 -5.8945 1.6359
C 6.7589 -2.3001 -2.9642
Cl 1.9962 -1.5488 5.4369
H 9.3273 2.0145 1.7462
C -10.2409 -1.7813 -0.5438
C 1.8260 6.8829 -5.6242
Cl 1.2598 -8.9281 0.3147
C -3.9393 -10.6593 -1.8050
C -10.7461 5.4381 6.6483
Cl -5.6682 3.3980 5.2403
Cl -8.4871 1.1260 2.8318
N -1.5430 -1.2730 1.9925
Cl -2.8917 -9.4506 -1.0348
C 9.4272 0.6795 0.0250
C -1.7477 -1.3347 0.5730
Cl 8.0166 4.8684 -10.6635
H 5.3436 -0.7099 -2.5224

## Properties
Total charge ... +1
Energy ... -1011310.6166 eV
HOMO-LUMO gap ... 8.4 eV